This record from the Open Molecules 2025 dataset describes C29H47ClN4O4Pb as an isolated structure in a non-equilibrium geometry. The level of theory is ωB97M-V/def2-TZVPD.

```
86
Properties=species:S:1:pos:R:3:forces:R:3
Pb -0.545445 -0.902029 0.368724 2.39 2.70 -1.13
C -2.649095 -4.538055 0.452807 -0.04 -0.95 -0.01
C -1.976699 -2.484664 1.000319 -1.64 -1.72 0.93
N -1.621772 -3.790948 0.961624 0.18 0.16 -0.53
H -4.667152 -3.935190 -0.108713 -0.08 -0.03 0.03
N -3.291406 -2.468651 0.671989 0.31 0.00 -0.42
H -2.578619 -5.587882 0.237455 -0.02 -0.02 0.07
C -0.257175 -0.696624 -1.966995 -0.48 -1.16 1.03
C 0.491401 0.383307 -2.421867 0.05 0.31 -1.68
C 0.605500 0.599161 -3.806670 0.02 -0.14 0.82
C 0.015645 -0.277123 -4.725470 -0.05 -0.15 0.01
C -0.685358 -1.388995 -4.247196 -0.13 -0.01 0.47
C -0.827493 -1.600949 -2.854783 0.34 0.54 -1.87
H 0.988937 1.095841 -1.753668 -0.24 -0.28 -0.05
H 1.162382 1.458161 -4.184979 0.01 -0.04 0.03
H -1.141614 -2.075319 -4.968022 0.09 0.06 0.08
H -1.388122 -2.478661 -2.510356 0.10 0.20 -0.06
C 0.151354 0.012711 -6.199322 -0.01 0.12 -0.08
H -0.193125 -0.826511 -6.809509 0.02 0.01 0.02
H 1.193107 0.232512 -6.469628 -0.11 -0.09 0.01
H -0.433336 0.896407 -6.489434 0.02 -0.10 -0.01
C -0.238798 -4.321552 1.129286 -0.01 0.48 -0.04
C -0.345657 -5.761436 1.601429 0.18 -0.40 0.18
C 0.481318 -4.246760 -0.212064 0.19 -0.29 -0.36
H -0.774195 -6.425110 0.846008 0.00 0.00 0.04
H 0.664447 -6.122902 1.818909 -0.18 0.03 -0.08
H -0.927009 -5.835180 2.526899 -0.02 0.02 -0.10
H 1.377653 -4.138060 2.504588 -0.11 -0.02 0.01
H -0.075459 -3.268216 3.051145 0.06 -0.02 -0.24
H 0.655433 -3.207369 -0.537773 -0.10 -0.17 0.27
C 0.529401 -3.518291 2.171815 0.56 -0.07 0.57
H -0.094417 -4.755403 -0.995971 0.08 -0.08 0.07
H 1.460055 -4.735786 -0.107150 -0.10 0.05 -0.10
H 0.980604 -2.595291 1.771457 -0.51 -0.27 0.07
C -3.690452 -3.716490 0.276054 -0.73 -0.14 -0.11
C -3.945645 -0.813009 -0.999185 -0.09 0.03 -0.34
H -4.370049 -1.561432 -1.680476 -0.09 0.05 0.02
H -4.463163 0.144428 -1.147337 0.09 -0.17 -0.05
C -4.113334 -1.248848 0.453957 0.39 0.02 -0.02
H -4.486174 0.572975 1.503207 -0.07 -0.05 0.05
C -5.564762 -1.610970 0.737380 -0.41 0.13 0.11
H -5.680043 -2.057156 1.732329 0.04 0.03 -0.11
H -2.885946 -0.678994 -1.269257 -0.24 0.12 0.29
H -2.821225 0.447084 0.969597 -0.05 -0.48 0.18
H -5.977123 -2.292498 -0.015100 0.02 0.05 0.10
H -6.166396 -0.694739 0.713439 0.13 -0.20 -0.05
C -3.654479 -0.137795 1.388872 -0.36 0.59 0.34
H -3.376825 -0.501268 2.384489 0.03 0.01 -0.21
C 3.571097 3.733820 1.587770 -0.25 0.00 0.30
N 3.442677 2.786555 0.576983 0.54 1.00 0.52
H 2.189434 5.366918 2.108698 0.08 0.08 0.05
N 1.759784 4.096108 0.398313 0.78 0.96 0.57
H 4.317679 3.674929 2.359248 0.07 0.12 -0.01
C 4.141805 1.485504 0.591633 0.01 0.24 -0.03
C 5.625698 1.701813 0.338864 0.40 -0.17 -0.22
C 3.926640 0.870910 1.972392 -0.17 -0.28 0.18
H 6.096393 2.309800 1.123381 -0.11 -0.06 -0.15
H 6.125669 0.722558 0.315949 -0.04 0.24 0.06
H 5.785276 2.178355 -0.636573 -0.02 0.00 0.18
H 4.055120 -0.365500 -0.482816 -0.12 0.19 0.03
H 3.660505 1.070999 -1.468943 -0.16 -0.11 0.11
H 2.857224 0.759533 2.196487 0.27 0.04 -0.12
C 3.537481 0.604580 -0.486502 0.04 -0.30 -0.04
H 4.383868 1.480026 2.765202 -0.06 -0.15 -0.16
H 4.382999 -0.126915 1.999372 -0.06 0.16 0.02
H 2.470881 0.430869 -0.290504 0.34 -0.02 -0.13
C 2.514611 4.567837 1.468388 -0.03 -0.33 0.36
C -0.367471 4.190319 1.551723 -0.23 -0.20 0.12
H 0.003340 4.878489 2.323020 -0.10 -0.12 -0.12
H -1.443076 4.364484 1.424532 0.14 -0.04 0.06
C 0.331030 4.428161 0.214800 0.33 -0.04 -0.08
H -1.267683 3.800139 -1.063942 0.15 -0.06 0.09
C 0.186977 5.883454 -0.193060 -0.23 0.33 -0.27
H 0.708613 6.079634 -1.136587 -0.01 -0.02 0.13
H -0.221120 3.156264 1.894067 -0.03 0.25 -0.11
H -0.229438 2.466040 -0.511095 0.00 0.26 -0.16
H 0.564132 6.566528 0.577555 0.00 -0.08 -0.10
H -0.879875 6.095356 -0.347965 0.21 0.06 0.07
C -0.228811 3.509395 -0.854353 -0.40 -0.07 -0.13
H 0.351204 3.589407 -1.778753 -0.08 -0.12 0.15
C 2.404615 3.094073 -0.206328 -1.29 -1.83 -1.14
O -0.703210 -0.837614 3.338296 0.60 0.88 0.82
Cl 0.077488 0.396619 3.428996 0.10 0.32 -4.08
O -0.687885 1.426014 4.080064 0.14 -0.07 0.51
O 1.358562 0.169427 4.048274 -0.31 -0.08 0.60
O 0.348127 0.848679 1.980587 0.07 0.36 3.94
```
Forces are in eV/Å.

## Properties
Gap between HOMO and LUMO (alpha / beta)   2.04 / 1.95 eV
2S+1   1
Total charge   -2

These are the Löwdin partial charges, in e, on atoms 1 to 6: Pb 1.1285; C -0.0729; C -0.2794; N -0.0181; H 0.1010; N -0.0220